# 1
# C24H73N3O11

11 unconnected molecules or ions with the total composition C24H73N3O11 at a distorted geometry (wB97M-V/def2-TZVPD, the OMol25 dataset).

Structure (XYZ):
```
111
Properties=species:S:1:pos:R:3:lowdin_charge:R:1
C -20.397 -6.308 -1.086 -0.0598
C -19.177 -7.049 -1.523 -0.5054
C -18.866 -8.298 -0.632 -0.0421
O -19.317 -7.545 -2.792 -0.0527
H -20.701 -5.465 -1.706 0.0650
H -20.111 -5.864 -0.133 0.0796
H -21.231 -6.997 -0.952 0.0874
H -18.273 -6.440 -1.558 0.1386
H -18.097 -8.912 -1.102 0.0620
H -19.709 -8.959 -0.428 0.0709
H -18.439 -8.127 0.356 0.0665
H -20.246 -7.773 -2.868 0.0508
C -24.528 -8.535 -3.372 -0.0338
C -23.234 -7.912 -3.980 -0.4947
C -23.094 -6.457 -3.657 -0.0421
O -22.072 -8.552 -3.546 -0.0322
H -24.532 -8.422 -2.288 0.0647
H -24.686 -9.597 -3.561 0.0652
H -25.333 -8.022 -3.899 0.0494
H -23.350 -7.975 -5.062 0.1319
H -22.949 -6.381 -2.579 0.0749
H -23.947 -5.798 -3.814 0.0731
H -22.315 -6.212 -4.379 0.0679
H -22.118 -9.447 -3.889 0.0677
C -25.708 -6.368 -0.057 -0.0743
C -26.500 -6.553 1.188 -0.4470
C -27.630 -7.597 1.088 -0.1776
O -28.311 -7.583 2.334 -0.1874
C -29.375 -8.425 2.411 -0.1496
N -25.517 -6.747 2.241 0.0523
H -24.905 -5.631 -0.055 0.0681
H -26.398 -6.181 -0.880 0.0788
H -25.308 -7.343 -0.334 0.0635
H -26.945 -5.570 1.336 0.1421
H -27.317 -8.606 0.817 0.1249
H -28.349 -7.353 0.306 0.1169
H -29.073 -9.467 2.521 0.0875
H -30.036 -8.381 1.545 0.0865
H -29.857 -8.126 3.341 0.0966
H -25.004 -7.585 2.005 0.0668
H -26.032 -6.892 3.098 0.0682
C -23.741 -3.108 -4.023 -0.0534
C -23.559 -2.469 -2.616 -0.4162
C -23.007 -3.527 -1.589 -0.2264
O -23.072 -2.995 -0.285 -0.1545
C -22.341 -3.871 0.619 -0.0933
N -22.560 -1.425 -2.726 0.0409
H -24.700 -3.597 -4.196 0.0722
H -22.933 -3.799 -4.265 0.0430
H -23.682 -2.254 -4.697 0.0714
H -24.550 -2.161 -2.282 0.1299
H -22.039 -3.749 -2.038 0.1114
H -23.714 -4.352 -1.681 0.0997
H -21.255 -3.893 0.523 0.0748
H -22.626 -4.923 0.585 0.0676
H -22.549 -3.655 1.667 0.0852
H -22.810 -0.793 -3.473 0.0671
H -22.529 -0.969 -1.825 0.0735
C -15.937 -8.288 -4.641 -0.0421
C -16.190 -9.820 -4.408 -0.3974
C -16.980 -10.458 -5.546 -0.1488
O -18.353 -10.314 -5.312 -0.2197
C -19.056 -11.148 -4.480 -0.0916
N -14.925 -10.451 -3.990 0.0224
H -15.135 -8.179 -5.371 0.0712
H -15.684 -7.856 -3.673 0.0723
H -16.740 -7.765 -5.159 0.0594
H -16.768 -9.988 -3.499 0.1201
H -16.699 -11.511 -5.543 0.1301
H -16.779 -9.824 -6.409 0.1358
H -20.086 -10.790 -4.475 0.0824
H -18.721 -11.218 -3.445 0.0935
H -19.155 -12.190 -4.784 0.0937
H -14.727 -10.159 -3.044 0.0623
H -14.076 -10.281 -4.511 0.0633
C -20.068 -4.101 -5.048 -0.1884
O -19.331 -3.944 -6.211 -0.1066
H -20.982 -4.677 -5.194 0.0519
H -19.565 -4.781 -4.361 0.0750
H -20.259 -3.127 -4.598 0.0800
H -18.403 -3.813 -6.000 0.0838
C -28.062 -8.467 -3.473 -0.1506
O -28.866 -9.310 -2.653 -0.1318
H -28.772 -8.145 -4.235 0.0838
H -27.595 -7.619 -2.971 0.0664
H -27.213 -9.039 -3.848 0.0599
H -29.476 -8.848 -2.074 0.0669
C -19.727 -7.382 -6.073 -0.1675
O -19.574 -8.631 -6.683 -0.1210
H -19.418 -6.623 -6.793 0.0777
H -20.713 -7.210 -5.642 0.0560
H -18.997 -7.325 -5.266 0.0544
H -19.255 -9.335 -6.113 -0.0062
C -23.135 -11.992 -5.185 -0.1993
O -22.666 -11.712 -3.960 -0.1172
H -23.067 -11.152 -5.877 0.0851
H -22.474 -12.742 -5.620 0.0832
H -24.177 -12.281 -5.049 0.0911
H -23.115 -12.228 -3.285 0.0916
C -26.251 -6.975 -6.904 -0.1771
O -26.739 -5.891 -6.143 -0.1049
H -25.727 -7.728 -6.314 0.0590
H -27.021 -7.682 -7.212 0.0665
H -25.762 -6.794 -7.861 0.0845
H -26.778 -5.108 -6.698 0.0770
C -24.336 -11.290 -0.387 -0.1441
O -23.036 -11.795 -0.051 -0.1236
H -24.282 -10.699 -1.301 0.0557
H -25.077 -12.077 -0.533 0.0785
H -24.683 -10.783 0.514 0.0755
H -22.720 -11.110 0.542 0.0658
```

Values from the calculation:
Orbital gap   9.39 eV
ΔE to the lowest compared entry with this formula, charge and spin   212.0 kJ/mol
Max |F|   4.0 eV/A
Highest occupied orbital energy   -9.045 eV
Charge   0
LUMO   0.3 eV

# 2
# C12H19N4

2 unconnected molecules or ions with the total composition C12H19N4 at a distorted geometry (wB97M-V/def2-TZVPD, the OMol25 dataset).

Structure (XYZ):
```
35
Properties=species:S:1:pos:R:3:lowdin_charge:R:1
C 2.756 0.265 0.800 -0.2104
C 3.456 0.740 -0.474 -0.0595
C 0.862 -1.208 1.314 -0.4343
N 1.783 -0.790 0.460 0.1008
N 0.896 -0.818 2.582 0.2313
N -0.148 -1.990 0.876 0.2098
H 3.535 -0.153 1.430 0.1242
H 2.198 1.065 1.260 0.1137
H 2.754 1.333 -1.059 0.0753
H 3.965 -0.073 -0.976 0.0860
H 1.659 -0.988 -0.521 0.1439
H 1.717 -0.346 2.931 0.1206
H 0.330 -1.306 3.258 0.1399
H -0.240 -1.946 -0.134 0.1001
H -1.041 -1.843 1.325 0.1148
H 4.261 1.403 -0.146 0.0894
C -0.140 -0.175 -3.008 -0.0427
C -2.359 -0.034 0.001 -0.2506
C -1.243 0.433 -0.714 -0.1739
C -1.163 -0.321 -1.939 -0.2490
C -2.185 -1.214 -1.886 -0.0573
C -1.980 1.475 1.778 -0.0865
C -2.744 0.455 1.256 -0.0221
C -1.036 2.132 0.956 -0.0968
C -0.691 1.666 -0.292 -0.0230
N -2.910 -1.052 -0.737 0.0869
H -2.228 1.966 2.707 0.1051
H -3.614 0.020 1.725 0.1149
H -0.694 3.109 1.282 0.1064
H 0.113 2.099 -0.876 0.1064
H -3.756 -1.554 -0.529 0.1622
H -2.483 -1.945 -2.622 0.1352
H -0.562 -0.435 -3.980 0.0859
H 0.738 -0.832 -2.975 0.0738
H 0.196 0.861 -3.075 0.0796
```

Values from the calculation:
Orbital gap   8.81 eV
ΔE to the lowest compared entry with this formula, charge and spin   14.1 kJ/mol
Max |F|   1.6 eV/A
Highest occupied orbital energy   -11.193 eV
Charge   +1
LUMO   -2.4 eV

# 3
# C3H8NS2

2 unconnected molecules or ions with the total composition C3H8NS2 at a distorted geometry (wB97M-V/def2-TZVPD, the OMol25 dataset).

Structure (XYZ):
```
14
Properties=species:S:1:pos:R:3:lowdin_charge:R:1
C 2.103 -0.224 -0.226 -0.4836
C -1.283 0.727 -0.508 -0.3894
C -1.428 -0.482 -0.045 -0.1918
N -2.530 -1.261 0.112 0.1351
S -0.938 2.158 -1.267 1.0136
S 2.311 -0.058 1.579 0.6669
H 1.804 -1.234 -0.454 0.0243
H 1.301 0.455 -0.534 -0.0349
H 3.020 0.035 -0.779 0.0499
H -0.371 -0.901 0.291 0.1742
H -3.484 -1.037 -0.106 0.1289
H -2.388 -2.209 0.349 0.1074
H -0.741 2.839 -0.052 -0.0151
H 2.625 1.192 1.640 -0.1854
```

Values from the calculation:
Orbital gap   6.24 eV
ΔE to the lowest compared entry with this formula, charge and spin   277.4 kJ/mol
Max |F|   3.2 eV/A
Highest occupied orbital energy   -12.392 eV
Charge   +1
LUMO   -6.2 eV

Among the records above, which one has the lowest charge?
C24H73N3O11

Which of these has the highest orbital gap?
C24H73N3O11

Copy entry 2 word for word.
# C12H19N4

2 unconnected molecules or ions with the total composition C12H19N4 at a distorted geometry (wB97M-V/def2-TZVPD, the OMol25 dataset).

Structure (XYZ):
```
35
Properties=species:S:1:pos:R:3:lowdin_charge:R:1
C 2.756 0.265 0.800 -0.2104
C 3.456 0.740 -0.474 -0.0595
C 0.862 -1.208 1.314 -0.4343
N 1.783 -0.790 0.460 0.1008
N 0.896 -0.818 2.582 0.2313
N -0.148 -1.990 0.876 0.2098
H 3.535 -0.153 1.430 0.1242
H 2.198 1.065 1.260 0.1137
H 2.754 1.333 -1.059 0.0753
H 3.965 -0.073 -0.976 0.0860
H 1.659 -0.988 -0.521 0.1439
H 1.717 -0.346 2.931 0.1206
H 0.330 -1.306 3.258 0.1399
H -0.240 -1.946 -0.134 0.1001
H -1.041 -1.843 1.325 0.1148
H 4.261 1.403 -0.146 0.0894
C -0.140 -0.175 -3.008 -0.0427
C -2.359 -0.034 0.001 -0.2506
C -1.243 0.433 -0.714 -0.1739
C -1.163 -0.321 -1.939 -0.2490
C -2.185 -1.214 -1.886 -0.0573
C -1.980 1.475 1.778 -0.0865
C -2.744 0.455 1.256 -0.0221
C -1.036 2.132 0.956 -0.0968
C -0.691 1.666 -0.292 -0.0230
N -2.910 -1.052 -0.737 0.0869
H -2.228 1.966 2.707 0.1051
H -3.614 0.020 1.725 0.1149
H -0.694 3.109 1.282 0.1064
H 0.113 2.099 -0.876 0.1064
H -3.756 -1.554 -0.529 0.1622
H -2.483 -1.945 -2.622 0.1352
H -0.562 -0.435 -3.980 0.0859
H 0.738 -0.832 -2.975 0.0738
H 0.196 0.861 -3.075 0.0796
```

Values from the calculation:
Orbital gap   8.81 eV
ΔE to the lowest compared entry with this formula, charge and spin   14.1 kJ/mol
Max |F|   1.6 eV/A
Highest occupied orbital energy   -11.193 eV
Charge   +1
LUMO   -2.4 eV